(one)
A cluster of 2 separate species, C7H14NO in total. Source: the OMol25 dataset; level of theory: ωB97M-V/def2-TZVPD.

Properties
- Spin multiplicity: 1
- Total charge: +1
- HOMO-LUMO gap: 10.54 eV

Geometry as XYZ:
```
23
Properties=species:S:1:pos:R:3:nbo_charge:R:1
C -0.1668 2.9088 -1.7411 -0.211
C 0.2952 1.6658 -1.8620 -0.329
C 1.4763 -0.6065 0.8838 -0.241
C 1.6785 0.7846 1.4366 -0.099
C 0.9286 1.0023 -0.6537 0.680
C -2.0250 -1.2247 1.4407 -0.840
C 0.7898 -1.2828 -1.4498 -0.402
N 1.1068 -0.2297 -0.4939 -0.297
O 1.1642 1.6905 0.4498 -0.414
H -0.2950 3.7246 -2.5103 0.252
H -0.2040 3.2617 -0.7396 0.208
H 0.3561 1.2012 -2.8115 0.240
H 2.3297 -1.2854 0.8600 0.242
H 0.6602 -1.0705 1.3603 0.230
H 1.2150 0.9557 2.3935 0.228
H 2.6547 1.0963 1.6434 0.219
H -1.0136 -1.3478 1.7859 0.177
H -2.6022 -2.1344 1.5928 0.238
H -2.6129 -0.4738 1.9057 0.234
H -0.1593 -1.7910 -1.1795 0.236
H 0.8511 -0.8470 -2.4081 0.230
H 1.4817 -2.0248 -1.3202 0.225
H -1.9252 -1.1343 0.4145 0.194
```

(two)
The ion C7H14NO with charge +1. Source: the OMol25 dataset; level of theory: ωB97M-V/def2-TZVPD.

Properties
- Spin multiplicity: 1
- Total charge: +1
- HOMO-LUMO gap: 10.23 eV
- SMILES string: C=[N+]1[C@@H](C)[C@H](C)[C@]1(C)O

Geometry as XYZ:
```
23
Properties=species:S:1:pos:R:3:nbo_charge:R:1
C 0.3433 2.0047 -0.8774 0.092
C -0.0610 -1.1402 0.2585 -0.253
C 1.0644 -0.3092 -0.3919 -0.032
C -1.0012 0.1344 0.2298 0.437
C -0.7244 -2.1147 -0.6719 -0.629
C 2.3867 -0.0323 0.2578 -0.589
C -1.2987 0.8828 1.5187 -0.683
N 0.1436 0.8781 -0.3383 -0.265
O -1.9553 0.0357 -0.7630 -0.677
H -0.5760 2.7680 -0.8478 0.227
H 1.3477 2.4395 -1.2924 0.265
H 0.3179 -1.6402 1.1192 0.251
H 1.3146 -0.7115 -1.3539 0.237
H -1.0163 -1.7334 -1.7062 0.240
H -1.6044 -2.5431 -0.3480 0.241
H -0.0729 -3.0534 -0.7599 0.229
H 2.0417 0.3629 1.3196 0.204
H 2.8695 0.7120 -0.1647 0.214
H 2.8902 -0.9843 0.1936 0.250
H -2.2793 1.4415 1.5758 0.258
H -0.5755 1.6152 1.7829 0.232
H -1.2997 0.1181 2.3629 0.257
H -2.2549 0.8692 -1.1034 0.494
```

Least stable of them? (two).